ORCA calculation (ωB97M-V with the def2-TZVPD basis set) on a cluster of 13 separate species, C41H87F6N11O15 in total.

The HOMO energy comes out at -7.49 eV. As for the HOMO-LUMO gap: 0.2823 hartree. For the LUMO energy, the calculation gives 0.2 eV.

Structure (ORCA input):
```
! RIJCOSX wB97M-V def2-TZVPD def2/J DEFGRID3
* xyz 0 1
C -2.14812 -5.45653 -3.35416
C -2.33324 -4.13054 -2.63951
O -1.56730 -3.77735 -1.76271
N -3.26225 -3.34593 -3.14962
C -3.41227 -1.90682 -2.97920
H -1.59162 -5.24075 -4.26621
H -3.11449 -5.90905 -3.57657
H -1.57830 -6.16438 -2.75220
H -3.72007 -3.84806 -3.89686
H -2.54010 -1.48365 -2.48087
H -4.26901 -1.65194 -2.35538
H -3.48301 -1.23824 -3.83716
C 4.00271 -3.64829 2.07800
C 3.95008 -2.12483 1.79207
O 2.95762 -1.44548 2.02283
N 4.99281 -1.55110 1.22402
C 5.24961 -0.22735 0.76668
H 2.99601 -4.06398 2.03473
H 4.29110 -3.72165 3.12659
H 4.72348 -4.06786 1.37617
H 5.66754 -2.23034 0.90236
H 6.08469 0.25220 1.27732
H 4.35353 0.39207 0.72845
H 5.47173 -0.28762 -0.29874
C 2.11962 1.75820 -3.22770
C 2.55515 1.87349 -4.71050
O 1.77575 1.48231 -5.56749
N 3.76383 2.39784 -4.98130
C 4.18932 2.57955 -6.37313
H 2.54067 0.81657 -2.87535
H 1.03658 1.63668 -3.24612
H 2.56376 2.47796 -2.54011
H 4.40005 2.55486 -4.21275
H 5.24677 2.47479 -6.61589
H 3.83494 3.57102 -6.65511
H 3.79508 1.81772 -7.04566
C 0.56517 -0.92405 -1.26539
C -0.12538 -0.07672 -0.24412
O -0.96057 0.68723 -0.58613
N 0.25535 -0.06132 1.08274
C -0.28820 0.76408 2.16372
H 1.51345 -0.46071 -1.53773
H 0.10905 -0.94378 -2.25517
H 0.73089 -1.98530 -1.07993
H 1.02661 -0.61107 1.43350
H -0.79280 0.13130 2.89385
H -1.00785 1.56595 1.99877
H 0.49262 1.35247 2.64560
C 3.86934 6.53011 3.71304
C 3.11706 5.74132 2.73593
O 3.64759 5.57382 1.61723
N 1.93917 5.24109 3.11438
C 1.12053 4.27177 2.44018
H 3.75116 7.55676 3.36648
H 4.91688 6.23403 3.76879
H 3.38680 6.58582 4.68883
H 1.66531 5.43738 4.06653
H 0.10652 4.62168 2.24668
H 1.15282 3.45514 3.16141
H 1.67420 3.97984 1.54780
C -1.23582 7.40817 -1.03638
C -1.54589 5.97416 -1.38835
O -2.34616 5.63415 -2.24883
N -0.89901 5.08303 -0.58845
C -1.30785 3.63087 -0.54343
H -1.07254 7.97096 -1.95546
H -0.43012 7.62443 -0.33483
H -2.05745 7.96835 -0.59004
H -0.29192 5.19440 0.21100
H -0.57421 2.91138 -0.17980
H -1.64636 3.26155 -1.51149
H -2.06999 3.41361 0.20492
C -2.05765 1.43305 -4.49470
C -1.81230 2.90056 -4.49513
O -2.68290 3.74752 -4.10986
N -0.54052 3.11982 -4.82633
C -0.02092 4.46588 -4.54781
H -1.63704 0.87324 -3.65935
H -1.61014 1.09656 -5.42990
H -3.07958 1.10864 -4.69096
H -0.04021 2.26032 -5.00250
H 0.44038 4.75435 -5.49232
H 0.64255 4.62818 -3.69837
H -0.84539 5.10412 -4.22998
C 4.51649 -6.63672 -0.16551
C 3.64520 -5.67871 -0.92666
O 4.16673 -4.91891 -1.83471
N 2.33136 -5.72432 -0.55010
C 1.35491 -4.98431 -1.19050
H 5.53960 -6.26686 -0.09811
H 4.46506 -7.52621 -0.79339
H 4.08096 -6.77844 0.82359
H 2.08042 -6.20750 0.30060
H 0.37494 -5.43523 -1.03412
H 1.57249 -4.94612 -2.25788
H 1.24463 -4.00824 -0.71802
C 2.68996 1.52632 5.08815
C 1.71660 2.16948 6.05912
O 0.76750 2.82983 5.61307
N 1.99183 1.95454 7.36466
C 1.22061 2.62986 8.47327
H 2.61047 1.92881 4.07831
H 2.51147 0.45949 4.95356
H 3.74695 1.63236 5.33231
H 2.70219 1.35047 7.75271
H 0.34222 3.23353 8.24496
H 1.85885 3.33503 9.00571
H 1.03624 1.80291 9.15903
C -4.33155 1.57555 -1.65286
C -4.66926 3.06123 -1.23595
O -4.58846 4.01235 -2.06679
N -5.00291 3.28682 0.00576
C -5.56830 4.58988 0.40670
H -3.33782 1.36325 -1.25849
H -4.18388 1.53838 -2.73217
H -5.06856 0.81470 -1.39591
H -5.19597 2.56124 0.68131
H -4.76643 5.31870 0.52469
H -6.10903 4.50874 1.34964
H -6.20888 5.02315 -0.36144
C -4.27180 0.06983 2.21258
C -5.78556 -0.20565 1.92250
O -6.52650 0.71248 1.69418
N -6.14647 -1.48972 1.85834
C -7.43647 -1.84478 1.34684
H -4.17475 0.08836 3.29810
H -3.90782 0.99442 1.76452
H -3.57397 -0.73825 1.99319
H -5.55873 -2.28147 2.07699
H -7.37289 -2.91713 1.16211
H -7.98073 -1.25181 0.61183
H -8.09413 -1.76901 2.21277
C 6.29160 -5.45889 -6.31125
C 4.85620 -5.30368 -5.86518
O 4.89892 -4.04154 -5.17071
C 3.64285 -3.63799 -4.77168
O 2.66172 -4.30825 -5.01295
C 3.63235 -2.34573 -4.07365
F 2.79410 -2.33016 -3.03659
F 4.85418 -1.89226 -3.76803
F 3.18548 -1.41799 -4.94757
H 6.85257 -5.99879 -5.54840
H 6.91621 -4.58043 -6.47330
H 6.43727 -5.93519 -7.28079
H 4.38462 -6.10848 -5.30125
H 4.41000 -5.10089 -6.83877
C -5.75498 -4.56868 7.45148
C -4.54007 -3.71997 7.57846
O -3.81784 -3.81075 6.36146
C -3.41440 -2.69706 5.75849
O -3.86314 -1.61116 6.00543
C -2.48474 -2.85621 4.46983
F -3.17956 -2.74620 3.29521
F -1.59734 -1.89791 4.57535
F -1.78367 -3.96604 4.46292
H -6.11633 -5.03037 8.37039
H -5.51486 -5.35418 6.73496
H -6.57693 -3.98708 7.03406
H -3.84885 -4.16044 8.29701
H -4.71958 -2.69375 7.89900
*
```

***

ORCA calculation (ωB97M-V with the def2-TZVPD basis set) on the molecule C16H25NO2.

The HOMO energy comes out at -8.50 eV. As for the HOMO-LUMO gap: 0.3395 hartree. Its SMILES is CC(C)[C@@H]1[C@@H]2OC(=O)[C@H]1[C@@H]1CC[C@@H]3CN(C)[C@H]2[C@@]31C. For the LUMO energy, the calculation gives 0.7 eV.

Structure (ORCA input):
```
! RIJCOSX wB97M-V def2-TZVPD def2/J DEFGRID3
* xyz 0 1
C -1.88027 -3.21555 -0.17848
C -1.90652 -2.10691 0.85008
C -1.63920 -2.71028 2.27086
C -0.91625 -0.89443 0.34010
C -0.66034 0.22505 1.32548
O -1.87718 1.00554 1.27320
C -2.38678 0.85333 0.02196
O -3.47732 1.15007 -0.43334
C -1.49033 0.01093 -0.80010
C -0.36694 0.82664 -1.45506
C 0.61809 0.06052 -2.42364
C 1.77779 1.01346 -2.60940
C 1.85828 1.61753 -1.15602
C 2.61326 0.94472 -0.05516
N 1.67828 0.30786 0.82800
C 2.10667 -0.44376 1.99869
C 0.50838 1.14852 0.90963
C 0.46028 1.67661 -0.53991
C 0.12414 3.23551 -0.58696
H -2.85681 -3.18694 -0.80386
H -1.75742 -4.23340 0.18805
H -1.00331 -3.08446 -0.79731
H -2.95504 -1.83722 0.91329
H -2.22173 -2.23957 3.04103
H -2.01608 -3.72015 2.34583
H -0.61111 -2.66080 2.49395
H 0.11319 -1.18028 0.20292
H -0.57372 -0.19418 2.28293
H -2.05611 -0.51850 -1.55909
H -0.87760 1.51613 -2.05414
H 0.96751 -0.92251 -2.07668
H 0.09809 -0.13998 -3.35921
H 2.67877 0.48333 -2.93273
H 1.55766 1.74231 -3.23448
H 2.39640 2.57291 -1.21131
H 3.25631 0.21601 -0.57811
H 3.27969 1.58756 0.43212
H 1.43455 -1.26259 2.31711
H 2.11287 0.19619 2.84686
H 3.15313 -0.71513 1.78944
H 0.45487 1.92333 1.70793
H 0.80414 3.71766 0.20507
H -0.87881 3.50473 -0.21036
H 0.35648 3.73017 -1.52915
*
```